C17H32NPSn | wB97M-V/def2-TZVPD

```
! RIJCOSX wB97M-V def2-TZVPD def2/J DEFGRID3
* xyz 2 1
C 0.514 2.946 -2.875
C -0.797 2.627 -2.529
C -1.057 1.523 -1.691
C 0.016 0.848 -1.111
C 1.335 1.193 -1.420
C 1.580 2.240 -2.327
C -2.510 1.161 -1.501
C -2.925 -0.304 -1.268
N -1.811 -1.290 -1.406
Sn -0.437 -0.732 0.412
C 2.539 0.498 -0.813
P 2.150 -1.139 -0.057
H -1.641 3.178 -2.941
H 2.614 2.470 -2.592
H 0.704 3.759 -3.576
H 2.991 1.116 -0.016
H 3.320 0.315 -1.569
H -2.940 1.750 -0.672
H -3.061 1.489 -2.392
H -3.361 -0.422 -0.262
C 3.587 -1.494 1.007
C 2.379 -2.259 -1.478
H -3.684 -0.604 -2.016
C -1.259 -1.273 -2.804
C -2.321 -2.664 -1.084
H -0.370 -3.511 3.462
H -1.384 -2.273 -3.247
H -1.805 -0.545 -3.422
H -0.194 -1.024 -2.827
H -2.583 -3.183 -2.018
H -1.537 -3.238 -0.568
H -3.210 -2.613 -0.440
H 3.458 -2.345 -1.687
H 1.985 -3.247 -1.204
H 1.861 -1.902 -2.374
H 4.513 -1.503 0.413
H 3.682 -0.750 1.811
H 3.451 -2.485 1.465
H -0.308 -3.037 2.864
C 0.941 0.792 3.973
C -0.461 0.839 3.352
C -1.271 1.953 4.026
C -0.419 1.035 1.828
H 1.509 1.702 3.741
H 1.526 -0.069 3.625
H 0.877 0.720 5.067
H -0.950 -0.126 3.567
H -0.825 2.933 3.819
H -2.299 1.962 3.648
H -1.305 1.812 5.112
H -1.290 1.595 1.471
H 0.485 1.577 1.525
*
```

Summary:
- energy (Eh) = -1276.67591
- frontier orbital gap (eV) = 5.5
- lowest unoccupied orbital energy (eV) = -9.4

natural (NBO) atomic charge list, values in e, 4 entries: -0.170 -0.177 -0.067 -0.498